# 1
The following is a DFT calculation (the ωB97M-V functional and the def2-TZVPD basis) of C7H28CoFN14O7 as an isolated structure at a distorted geometry.

Summary:
Spin multiplicity: 4
Electronic energy (hartree): -3059.57029
LUMO (spin up / spin down) (eV): -2.035 / -2.069
Frontier orbital gap (spin up / spin down) (eV): 9.773 / 9.740
Charge: +1
Highest occupied orbital energy (spin up / spin down) (eV): -11.8 / -11.8

Last column: natural (NBO) charge in e.
Element x y z (Å)
Co: 0.498 1.666 0.845  1.61
F: 0.276 0.054 -0.086  -0.85
C: 1.484 -1.305 -3.580  0.78
O: 1.719 -2.109 -4.498  -0.63
N: 2.414 -0.383 -3.085  -0.87
N: 0.326 -1.372 -2.780  -0.87
H: 2.394 -0.202 -2.069  0.39
H: 3.353 -0.469 -3.461  0.40
H: 0.156 -0.677 -2.082  0.39
H: -0.440 -1.976 -3.015  0.40
C: 0.181 -4.073 -0.026  0.79
O: 1.255 -4.639 -0.204  -0.60
N: -1.094 -4.452 -0.604  -0.90
N: -0.035 -2.966 0.825  -0.88
H: -0.984 -5.118 -1.334  0.40
H: -1.810 -4.626 0.095  0.39
H: -0.813 -2.350 0.628  0.40
H: 0.720 -2.470 1.308  0.40
C: 0.075 -0.057 3.242  0.80
O: 0.078 1.102 2.815  -0.77
N: 0.993 -0.690 4.002  -0.82
N: -0.904 -0.866 2.916  -0.82
H: 0.618 -1.371 4.649  0.41
H: 1.674 -0.026 4.379  0.41
H: -1.789 -0.645 2.431  0.45
H: -0.826 -1.858 3.100  0.40
C: -3.282 -1.172 -0.116  0.78
O: -3.251 -0.880 1.128  -0.76
N: -2.408 -0.675 -1.027  -0.85
N: -4.230 -1.905 -0.682  -0.80
H: -2.566 -0.676 -2.031  0.40
H: -1.651 -0.102 -0.691  0.42
H: -4.245 -1.994 -1.697  0.40
H: -4.954 -2.379 -0.141  0.42
C: 1.071 3.043 -1.824  0.79
O: 1.337 2.922 -0.632  -0.74
N: 0.268 2.278 -2.520  -0.79
N: 1.675 3.933 -2.589  -0.81
H: -0.276 1.618 -1.979  0.40
H: 0.028 2.587 -3.424  0.41
H: 1.897 3.714 -3.555  0.40
H: 2.443 4.378 -2.102  0.41
C: 3.387 0.737 1.069  0.79
O: 2.557 1.604 1.363  -0.73
N: 3.119 -0.449 0.477  -0.85
N: 4.655 0.760 1.231  -0.80
H: 3.853 -0.925 -0.021  0.40
H: 2.176 -0.714 0.261  0.42
H: 5.000 1.678 1.475  0.41
H: 5.200 -0.091 1.352  0.42
C: -2.160 3.036 1.233  0.82
O: -1.040 2.986 0.770  -0.75
N: -2.668 4.142 1.813  -0.81
N: -3.086 2.056 1.253  -0.82
H: -2.087 4.929 2.118  0.42
H: -3.609 4.148 2.199  0.40
H: -3.952 2.161 1.747  0.40
H: -2.717 1.129 1.131  0.42

=====

# 2
The following is a DFT calculation (the ωB97M-V functional and the def2-TZVPD basis) of the molecule C4H8N4 at a distorted geometry.

Summary:
Electronic energy (hartree): -376.01348
LUMO (eV): -0.313
Frontier orbital gap (eV): 7.233
Charge: 0
Highest occupied orbital energy (eV): -7.5

Last column: natural (NBO) charge in e.
Element x y z (Å)
N: -0.808 -1.021 0.380  -0.38
N: -1.848 -0.501 1.190  -0.65
C: -0.839 -0.665 -1.174  0.31
N: -1.626 -0.743 -2.064  -0.52
H: -0.685 -2.014 0.558  0.39
H: -2.567 -0.134 0.570  0.37
H: -1.421 0.307 1.664  0.36
C: 0.765 -0.172 0.619  0.05
C: 1.256 0.566 -1.885  0.06
C: 0.823 0.920 1.435  -0.75
N: 0.532 0.060 -0.986  -0.33
H: 1.549 -0.915 0.720  0.22
H: 2.247 0.926 -1.619  0.20
H: 0.863 0.632 -2.895  0.22
H: 0.129 1.743 1.341  0.20
H: 1.630 1.010 2.145  0.23

=====

# 3
The following is a DFT calculation (the ωB97M-V functional and the def2-TZVPD basis) of C44H49BrN5O2S5SiZr as an isolated structure.

Summary:
Electronic energy (hartree): -7031.75110
LUMO (eV): -3.026
Frontier orbital gap (eV): 7.246
Charge: +1
Highest occupied orbital energy (eV): -10.3

Last column: Mulliken charge in e.
Element x y z (Å)
Zr: 0.450 0.031 1.415  -0.44
O: 5.128 -3.369 4.361  -0.52
C: 4.178 -2.783 3.636  0.83
C: 2.981 -3.409 3.281  -0.73
C: 2.064 -2.704 2.536  -0.83
N: 2.262 -1.444 2.126  0.35
C: 3.411 -0.871 2.481  0.15
Br: 3.589 0.917 1.895  0.13
C: 4.402 -1.471 3.217  -0.72
H: 4.878 -4.262 4.623  0.32
H: 2.764 -4.423 3.589  0.38
H: 1.122 -3.158 2.257  0.53
H: 5.311 -0.952 3.484  0.52
N: -2.019 -0.194 -1.670  1.05
C: -2.722 -1.056 -2.515  0.42
C: -3.122 -0.644 -3.786  -0.87
C: -3.746 -1.533 -4.645  -0.64
C: -3.985 -2.844 -4.258  -0.75
C: -3.592 -3.258 -2.994  -0.98
C: -2.961 -2.377 -2.129  0.97
H: -2.128 0.788 -1.873  0.01
H: -2.179 -0.361 -0.689  -1.07
H: -2.942 0.379 -4.097  0.47
H: -4.054 -1.195 -5.626  0.43
H: -4.478 -3.532 -4.931  0.42
H: -3.777 -4.275 -2.673  0.47
H: -2.663 -2.716 -1.139  -0.21
C: -1.857 2.744 -0.091  -1.20
Si: -0.004 2.622 0.390  1.10
C: 0.187 3.899 1.838  2.36
C: -0.034 5.347 1.375  -1.93
C: -0.909 3.567 2.860  -1.89
C: 1.539 3.837 2.550  -1.36
C: 0.970 3.054 -1.232  2.38
C: 2.485 2.982 -1.032  -1.42
C: 0.570 2.049 -2.318  -1.89
C: 0.618 4.447 -1.772  -1.90
H: -2.231 3.740 0.162  0.59
H: -2.493 2.022 0.426  -0.38
H: -2.013 2.631 -1.165  0.54
H: -0.913 5.463 0.737  0.26
H: 0.831 5.733 0.836  0.35
H: -0.180 5.989 2.250  0.57
H: -1.909 3.748 2.462  0.33
H: -0.789 4.199 3.746  0.59
H: -0.856 2.529 3.191  0.09
H: 2.377 3.999 1.865  0.24
H: 1.682 2.885 3.059  -0.09
H: 1.592 4.622 3.312  0.52
H: 2.806 1.980 -0.747  -0.06
H: 2.836 3.681 -0.269  0.32
H: 3.001 3.233 -1.967  0.52
H: 0.596 1.011 -1.981  0.18
H: 1.247 2.143 -3.168  0.64
H: -0.438 2.246 -2.690  0.29
H: 1.043 5.244 -1.162  0.37
H: -0.462 4.603 -1.830  0.32
H: 1.020 4.561 -2.784  0.54
S: 2.081 -1.920 -4.956  -0.22
C: 1.793 -1.627 -3.255  1.14
C: 0.555 -2.004 -2.729  -1.24
C: 0.271 -1.733 -1.408  0.15
N: 1.131 -1.128 -0.568  0.68
C: 2.341 -0.820 -1.072  -1.25
C: 2.713 -1.044 -2.377  -0.63
C: 3.646 -1.096 -5.224  0.10
C: 4.834 -1.809 -5.190  -0.07
C: 6.019 -1.113 -5.404  -0.34
N: 6.069 0.192 -5.635  -0.58
C: 4.923 0.861 -5.678  -0.43
C: 3.683 0.266 -5.483  0.01
H: -0.205 -2.464 -3.345  0.60
H: -0.695 -2.000 -1.008  -0.45
H: 3.048 -0.366 -0.392  0.05
H: 3.697 -0.749 -2.704  0.37
H: 4.842 -2.874 -5.005  0.42
H: 6.970 -1.634 -5.384  0.38
H: 4.994 1.924 -5.881  0.39
H: 2.774 0.850 -5.532  0.41
S: 2.017 0.322 5.869  -0.32
C: 1.272 0.418 4.483  0.81
N: 0.730 0.501 3.426  -1.14
O: -1.380 -0.469 1.487  2.63
C: -2.533 -1.051 2.145  2.86
C: -2.274 -0.999 3.644  -0.74
C: -1.808 -2.041 4.401  -0.69
C: -1.534 -1.680 5.742  -0.91
C: -1.796 -0.369 5.986  -0.63
S: -2.374 0.434 4.598  0.08
C: -3.745 -0.280 1.641  -0.47
C: -4.325 -0.467 0.416  -0.42
C: -5.388 0.425 0.147  -1.25
C: -5.616 1.271 1.187  -0.50
S: -4.554 0.985 2.490  -0.09
C: -2.631 -2.503 1.713  -0.04
C: -1.633 -3.304 1.242  -0.53
C: -2.051 -4.642 1.022  -1.30
C: -3.361 -4.826 1.342  -0.73
S: -4.094 -3.385 1.898  -0.15
H: -1.684 -3.042 4.013  0.58
H: -1.167 -2.364 6.493  0.45
H: -1.683 0.174 6.911  0.51
H: -4.043 -1.258 -0.266  0.64
H: -5.965 0.421 -0.765  0.47
H: -6.371 2.037 1.271  0.48
H: -0.624 -2.957 1.065  0.24
H: -1.412 -5.424 0.636  0.50
H: -3.941 -5.732 1.267  0.50

=====

# 4
The following is a DFT calculation (the ωB97M-V functional and the def2-TZVPD basis) of C14H17BEuF6N6O as an isolated structure at a distorted geometry.

Summary:
Spin multiplicity: 8
Electronic energy (hartree): -2281.79170
LUMO (spin up / spin down) (eV): -0.071 / -0.103
Frontier orbital gap (spin up / spin down) (eV): 5.821 / 6.338
Charge: 0
Highest occupied orbital energy (spin up / spin down) (eV): -5.9 / -6.4

Last column: Mulliken spin population.
Element x y z (Å)
H: 1.489 -3.063 0.131  0.00
N: -0.223 -2.070 -0.607  0.00
B: -2.768 -1.317 -0.959  -0.01
N: -1.614 -2.297 -0.562  0.01
C: -1.785 -3.509 -0.003  0.00
Eu: 0.418 0.835 -1.263  6.96
H: -2.760 -3.970 0.092  0.00
C: -0.544 -4.058 0.313  0.00
H: -0.316 -5.042 0.679  0.00
C: 0.404 -3.093 0.009  0.02
H: -3.789 -1.915 -0.956  0.00
C: 0.023 3.112 -0.641  -0.04
H: 0.480 3.943 -1.212  0.00
H: 0.442 3.105 0.390  0.00
H: -1.041 3.305 -0.526  0.00
N: -2.492 -0.676 -2.325  0.00
N: -2.752 -0.211 0.123  0.00
N: -1.213 -0.032 -2.381  -0.01
N: -1.609 0.561 0.310  0.01
C: -3.053 -0.613 -3.531  0.01
C: -3.688 0.124 1.019  0.00
H: -4.000 -1.071 -3.651  0.00
H: -4.635 -0.399 1.032  0.00
C: -2.247 0.081 -4.439  0.00
C: -3.217 1.197 1.785  0.00
C: -1.102 0.456 -3.676  0.02
C: -1.890 1.423 1.322  0.00
H: -2.427 0.228 -5.505  0.00
H: -3.723 1.750 2.558  0.00
H: -0.200 0.982 -4.085  0.00
H: -1.167 2.179 1.641  0.00
H: 0.513 -1.548 -1.101  0.04
C: 2.646 -0.836 2.020  -0.01
C: 2.935 0.120 0.839  -0.01
O: 1.687 0.377 0.395  -0.02
C: 3.539 1.509 1.338  0.00
F: 4.811 1.366 1.799  0.00
F: 3.453 2.450 0.342  0.00
F: 2.781 1.959 2.386  0.00
C: 3.842 -0.524 -0.299  0.01
F: 5.132 -0.180 -0.205  0.00
F: 3.712 -1.902 -0.332  0.00
F: 3.326 -0.011 -1.488  0.01
H: 2.009 -0.304 2.733  0.00
H: 3.494 -1.246 2.544  0.00
H: 2.021 -1.668 1.682  0.00